(1)
The following is a DFT calculation (the ωB97M-V functional and the def2-TZVPD basis) of 2 unconnected molecules or ions with the total composition C4H8O2.

Results
Total charge ... 0
E ... -307.5335 Eh
Gap between HOMO and LUMO ... 9.170 eV
Energy relative to the best compared isomer or geometry (same formula, charge and spin) ... 4.8676 eV

Geometry (Å):
1 O -1.2027 -2.0687 -0.9487
2 C -2.2232 -1.2984 -1.2025
3 C 0.5851 0.8993 -0.9271
4 C 1.0980 0.3125 0.3589
5 C 0.3617 0.4495 1.6166
6 O 0.3560 -0.7855 0.9015
7 H -0.6469 -1.7550 -0.1969
8 H 0.7064 0.1918 -1.7539
9 H -2.1706 -0.4624 -0.4358
10 H 1.1375 1.8109 -1.1739
11 H -0.4765 1.1516 -0.8457
12 H 2.1742 0.1541 0.4207
13 H -0.5853 0.9867 1.6177
14 H 0.8862 0.4136 2.5689

***

(2)
The following is a DFT calculation (the ωB97M-V functional and the def2-TZVPD basis) of a single C4H8O2 molecule.

Results
Total charge ... 0
E ... -307.6541 Eh
Gap between HOMO and LUMO ... 10.611 eV
Structure (SMILES) ... COCCC=O
Energy relative to the best compared isomer or geometry (same formula, charge and spin) ... 1.5871 eV

Geometry (Å):
1 C 2.0507 0.4764 -0.6129
2 O 0.7069 0.0790 -0.7148
3 C 0.1962 -0.3947 0.5076
4 C -1.2688 -0.7286 0.3002
5 C -2.0937 0.4838 -0.0740
6 O -3.3010 0.4924 -0.0770
7 H 2.3642 0.8279 -1.5983
8 H 2.6958 -0.3626 -0.3091
9 H 2.1762 1.2915 0.1170
10 H 0.3107 0.3761 1.2906
11 H 0.7523 -1.2854 0.8431
12 H -1.7052 -1.1817 1.1971
13 H -1.3665 -1.4621 -0.5108
14 H -1.5179 1.3880 -0.3588

***

Which of these has the highest energy relative to the best compared isomer or geometry (same formula, charge and spin)? number 1